Density functional theory data (the ωB97M-V functional and the def2-TZVPD basis) for a 10-piece molecular cluster, C52H134N10O16 overall.

Properties
- Energy relative to the best compared isomer or geometry (same formula, charge and spin): 0.0 kcal/mol
- LUMO level: 0.6 eV
- Kohn-Sham gap: 9.005 eV
- Structure (SMILES): COC[C@H](C)N.COC[C@H](C)N.COC[C@H](C)N.COC[C@H](C)N.COCCNCCOC.COCCNCCOC.COCCNCCOC.COCCNCCOC.COCCNCCOC.COCCNCCOC
- Net charge: 0

Element x y z (Å)
C (7.97, -0.94, 1.29)
O (6.69, -1.16, 1.82)
C (6.03, -2.35, 1.38)
C (4.69, -2.38, 2.14)
C (3.86, -3.65, 1.85)
N (3.99, -1.12, 1.86)
H (8.01, -1.02, 0.19)
H (8.72, -1.67, 1.66)
H (8.28, 0.07, 1.58)
H (5.83, -2.26, 0.30)
H (6.66, -3.23, 1.64)
H (4.95, -2.37, 3.20)
H (4.40, -4.56, 2.12)
H (3.64, -3.72, 0.77)
H (2.92, -3.64, 2.41)
H (4.61, -0.40, 2.22)
H (3.91, -1.04, 0.85)
C (1.47, -4.45, 5.78)
O (0.93, -4.03, 4.53)
C (-0.35, -4.64, 4.29)
C (-0.85, -4.42, 2.87)
C (-0.05, -5.19, 1.81)
N (-0.87, -2.99, 2.62)
H (1.60, -5.54, 5.81)
H (0.79, -4.18, 6.60)
H (2.44, -3.97, 5.91)
H (-0.29, -5.71, 4.58)
H (-1.10, -4.19, 4.98)
H (-1.89, -4.79, 2.86)
H (-0.44, -4.95, 0.82)
H (-0.12, -6.27, 1.96)
H (1.01, -4.92, 1.88)
H (-1.56, -2.55, 3.23)
H (0.04, -2.56, 2.85)
C (3.37, 0.01, 7.64)
O (2.61, 0.35, 6.50)
C (2.63, -0.65, 5.49)
C (1.43, -0.55, 4.51)
C (0.09, -0.72, 5.23)
N (1.58, -1.53, 3.45)
H (3.45, 0.91, 8.23)
H (4.36, -0.37, 7.36)
H (2.84, -0.77, 8.22)
H (3.58, -0.60, 4.93)
H (2.55, -1.65, 5.97)
H (1.44, 0.45, 4.05)
H (-0.08, 0.12, 5.92)
H (0.09, -1.61, 5.87)
H (-0.73, -0.82, 4.50)
H (1.64, -2.45, 3.89)
H (2.41, -1.32, 2.88)
C (0.67, 1.25, -2.70)
O (0.80, 1.51, -1.31)
C (1.16, 0.37, -0.52)
C (0.03, -0.63, -0.23)
C (-0.86, -0.18, 0.92)
N (0.61, -1.95, 0.12)
H (0.18, 2.11, -3.16)
H (0.12, 0.33, -2.93)
H (1.67, 1.11, -3.16)
H (1.98, -0.15, -1.02)
H (1.53, 0.76, 0.43)
H (-0.56, -0.75, -1.15)
H (-1.61, -0.95, 1.14)
H (-1.33, 0.78, 0.69)
H (-0.25, -0.07, 1.83)
H (1.38, -1.76, 0.77)
H (-0.07, -2.42, 0.73)
C (2.36, 3.74, 5.78)
O (3.50, 4.26, 5.12)
C (3.16, 5.46, 4.39)
C (2.20, 5.24, 3.22)
N (2.93, 4.58, 2.14)
C (2.08, 3.97, 1.12)
C (1.39, 5.00, 0.21)
O (0.28, 5.61, 0.85)
C (-0.24, 6.73, 0.16)
H (1.65, 3.28, 5.08)
H (1.81, 4.54, 6.31)
H (2.68, 2.98, 6.49)
H (4.11, 5.82, 3.98)
H (2.74, 6.18, 5.10)
H (1.78, 6.20, 2.89)
H (1.31, 4.69, 3.56)
H (3.54, 3.88, 2.55)
H (1.31, 3.29, 1.54)
H (2.71, 3.36, 0.46)
H (1.06, 4.51, -0.73)
H (2.13, 5.78, -0.03)
H (-0.67, 6.46, -0.83)
H (0.52, 7.49, -0.04)
H (-1.04, 7.14, 0.78)
C (-5.46, 1.58, 2.53)
O (-5.62, 0.17, 2.61)
C (-4.63, -0.62, 1.94)
C (-4.38, -1.94, 2.68)
N (-3.69, -1.68, 3.94)
C (-3.90, -2.70, 4.96)
C (-3.55, -2.09, 6.32)
O (-4.34, -0.92, 6.56)
C (-4.40, -0.56, 7.94)
H (-6.40, 2.04, 2.83)
H (-5.22, 1.93, 1.51)
H (-4.70, 1.94, 3.24)
H (-3.68, -0.07, 1.90)
H (-4.95, -0.83, 0.92)
H (-3.75, -2.56, 2.02)
H (-5.36, -2.45, 2.84)
H (-4.09, -0.84, 4.37)
H (-3.28, -3.59, 4.77)
H (-4.96, -3.04, 5.00)
H (-2.48, -1.83, 6.32)
H (-3.74, -2.83, 7.11)
H (-3.40, -0.58, 8.39)
H (-5.08, -1.26, 8.46)
H (-4.81, 0.45, 7.99)
C (-8.32, 0.40, -2.58)
O (-6.98, -0.04, -2.71)
C (-6.26, 0.27, -1.52)
C (-4.80, 0.07, -1.81)
N (-4.47, -1.34, -1.82)
C (-3.05, -1.56, -1.95)
C (-2.87, -3.07, -1.92)
O (-3.57, -3.56, -3.09)
C (-3.84, -4.95, -3.10)
H (-8.73, 0.07, -1.61)
H (-8.91, -0.01, -3.41)
H (-8.36, 1.50, -2.62)
H (-6.59, -0.37, -0.68)
H (-6.44, 1.32, -1.20)
H (-4.20, 0.58, -1.05)
H (-4.59, 0.59, -2.78)
H (-4.96, -1.80, -2.57)
H (-2.51, -1.09, -1.12)
H (-2.61, -1.14, -2.88)
H (-3.34, -3.46, -1.01)
H (-1.81, -3.39, -1.90)
H (-4.45, -5.24, -2.24)
H (-2.91, -5.54, -3.14)
H (-4.42, -5.17, -3.99)
C (-0.74, -2.95, -5.40)
O (-0.26, -1.65, -5.70)
C (-1.25, -0.66, -5.92)
C (-0.53, 0.52, -6.57)
N (0.56, 1.10, -5.77)
C (1.33, 2.08, -6.51)
C (2.63, 2.44, -5.77)
O (3.33, 3.43, -6.52)
C (4.29, 3.00, -7.47)
H (-1.51, -3.27, -6.11)
H (-1.18, -3.01, -4.39)
H (0.10, -3.64, -5.46)
H (-1.77, -0.37, -4.99)
H (-2.03, -1.02, -6.62)
H (-1.26, 1.32, -6.74)
H (-0.17, 0.17, -7.56)
H (1.15, 0.32, -5.47)
H (0.73, 2.99, -6.67)
H (1.61, 1.72, -7.52)
H (3.23, 1.52, -5.67)
H (2.40, 2.87, -4.79)
H (4.72, 3.90, -7.91)
H (3.86, 2.39, -8.27)
H (5.11, 2.42, -7.02)
C (0.02, -6.26, -3.04)
O (1.27, -5.70, -2.77)
C (1.33, -4.40, -2.19)
C (2.76, -3.94, -2.39)
N (2.91, -2.49, -2.29)
C (4.33, -2.23, -2.13)
C (4.68, -0.75, -2.05)
O (4.29, -0.31, -0.76)
C (4.65, 1.04, -0.56)
H (-0.59, -5.67, -3.74)
H (-0.62, -6.39, -2.15)
H (0.20, -7.24, -3.48)
H (1.06, -4.43, -1.12)
H (0.63, -3.70, -2.68)
H (3.09, -4.25, -3.39)
H (3.44, -4.46, -1.67)
H (2.42, -2.14, -1.47)
H (4.87, -2.72, -2.95)
H (4.73, -2.68, -1.19)
H (4.17, -0.14, -2.81)
H (5.76, -0.57, -2.17)
H (5.74, 1.14, -0.47)
H (4.16, 1.39, 0.35)
H (4.34, 1.65, -1.43)
C (-1.36, 7.28, -5.67)
O (-1.82, 6.32, -6.62)
C (-1.26, 5.01, -6.47)
C (-1.44, 4.34, -5.08)
N (-2.85, 4.28, -4.71)
C (-3.13, 3.51, -3.50)
C (-2.35, 3.99, -2.28)
O (-2.84, 3.24, -1.18)
C (-2.13, 3.46, 0.03)
H (-0.31, 7.55, -5.88)
H (-1.50, 6.91, -4.64)
H (-1.98, 8.17, -5.79)
H (-0.18, 5.06, -6.70)
H (-1.77, 4.42, -7.24)
H (-0.93, 4.94, -4.32)
H (-0.94, 3.35, -5.10)
H (-3.38, 3.89, -5.48)
H (-2.94, 2.42, -3.61)
H (-4.20, 3.62, -3.26)
H (-2.53, 5.08, -2.15)
H (-1.26, 3.86, -2.38)
H (-2.16, 4.52, 0.32)
H (-1.09, 3.13, -0.07)
H (-2.64, 2.87, 0.79)

Atom charges from the Löwdin analysis, given in e for atoms 1 to 6: C -0.110; O -0.212; C -0.186; C -0.393; C -0.031; N 0.050